The following is a quantum chemistry calculation of 9 unconnected molecules or ions with the total composition C24H63I2NO12S8, from the OMol25 dataset.

XYZ file:
```
110
Properties=species:S:1:pos:R:3:forces:R:3:lowdin_charge:R:1
H -4.80126 2.49071 -5.24817 -0.10 -0.01 -0.01 0.0675
H -6.46056 4.32736 -5.63799 -0.01 -0.10 0.02 0.0578
H -5.07911 6.02143 3.68942 -0.13 -0.48 -0.43 0.0628
H 5.29088 -7.05529 -1.54798 0.01 0.07 0.01 0.0114
H 3.95489 -8.07445 1.07176 0.02 0.09 -0.03 0.0582
H 9.65093 -8.14946 -4.46633 -0.07 -0.02 -0.01 0.0531
H -2.55847 0.05193 2.63473 0.97 -0.02 -0.87 0.0646
C 1.02881 0.21288 6.36079 0.04 0.09 -0.02 -0.2665
H -1.68600 -0.76794 1.18394 -0.44 1.31 0.84 0.0646
S -3.46146 -2.09290 -1.76100 0.00 -0.02 -0.23 0.8455
H -5.55037 -3.37971 -8.24971 -0.02 0.03 0.08 0.0521
C -6.44130 -0.86195 -7.26359 -0.05 -0.02 0.10 -0.2598
H -3.30546 3.29531 3.24123 0.55 1.16 -0.32 0.0925
H 3.66094 8.39306 4.84606 0.01 -0.06 0.02 0.0500
H 1.54318 0.74293 5.55734 -0.07 -0.05 -0.03 0.0569
H 5.62542 -8.48580 0.57900 0.00 0.08 -0.02 0.0483
O 6.28546 -8.09795 -3.23669 0.36 -0.16 -0.05 -0.5637
H -5.06972 1.05457 -4.23305 -0.12 0.04 -0.10 0.0066
S -0.06299 -1.04536 5.66665 0.00 0.05 -0.06 0.8282
C -3.95808 5.18484 2.16460 0.53 0.07 0.09 -0.3147
C -4.36339 -0.89948 -2.76708 -0.05 0.15 0.48 -0.3026
H 9.01473 -10.41556 -3.38746 -0.05 0.03 -0.03 0.0531
S 0.68148 -2.65202 -0.56309 -0.11 0.16 -0.14 0.8143
H 0.76554 -2.76505 4.23563 -0.06 0.08 0.07 0.0530
H -2.05058 -3.74289 -2.74515 0.01 0.18 0.11 0.0343
H -0.74896 0.16607 2.46154 -1.37 0.02 -0.88 0.0455
C -7.07533 4.07240 -4.77328 -0.04 0.07 -0.11 -0.2687
C 2.46198 -2.89300 -0.39560 0.05 -0.06 -0.15 -0.2697
H 2.48455 8.45033 7.15058 0.03 -0.06 -0.01 0.0517
H 1.73065 -1.27663 4.07912 -0.07 0.04 0.04 0.0560
H 2.13211 5.77122 4.06941 -1.06 -0.27 -1.42 0.1353
S 7.37974 -8.76928 -4.00092 -0.06 0.06 0.07 0.8264
H -6.97656 -0.17246 -6.60613 0.15 -0.13 -0.05 0.0068
C -5.30203 2.11072 -4.35609 0.04 0.03 -0.06 -0.2519
H -8.09919 4.40452 -4.94538 0.03 -0.11 0.03 0.0492
H 8.41016 -9.52073 -1.96055 -0.04 0.06 -0.06 0.0563
H -4.89171 -0.21646 -2.09927 0.12 -0.10 0.16 0.0274
O -0.92189 -0.37607 4.64312 0.36 -0.10 0.38 -0.5650
I 0.96072 2.46269 0.91706 -0.73 0.31 0.50 1.0051
H 5.18467 7.52914 4.52946 -0.05 -0.05 0.10 0.0509
C 4.60253 8.05768 5.28434 0.04 0.09 -0.03 -0.2738
S -5.53888 -2.05239 -6.25055 -0.05 0.19 -0.36 0.8272
H 7.40613 -10.78067 -2.71921 -0.02 0.10 -0.09 0.0501
C -1.72874 0.13919 1.87383 0.38 0.23 -0.19 -0.1858
H -4.18085 -2.22823 -8.22848 -0.05 0.05 0.09 0.0583
H -3.49549 6.21308 1.96480 -0.69 -1.30 0.36 0.1257
C 5.00945 -7.81679 1.18209 -0.07 -0.08 0.07 -0.2717
H 5.17301 8.91300 5.64992 -0.01 -0.07 0.06 0.0566
H 1.28092 5.85131 0.31255 0.29 -0.03 0.71 0.1046
C -1.88254 1.51576 1.03663 1.93 -1.91 0.28 -0.8167
H -0.25324 -0.49104 -0.94361 0.01 -0.23 0.02 0.0097
C 3.38477 8.11719 7.66960 -0.01 0.10 0.06 -0.2729
H 2.65831 -3.95923 -0.28297 -0.07 0.07 0.11 0.0218
O -2.37669 -1.34797 -1.04914 -0.08 0.08 -0.12 -0.5871
H -4.22977 4.76516 1.15111 0.47 0.24 1.17 0.0440
H -7.15949 -1.39422 -7.88990 0.06 -0.08 0.05 0.0568
H -2.56642 4.89397 3.83971 0.03 -1.02 -0.98 0.1151
C 0.13550 4.96141 3.28272 1.55 -0.55 1.65 -0.3958
H 1.37817 -0.61963 -1.64747 0.03 -0.11 0.01 0.0621
O -4.45298 -1.31098 -5.53409 -0.18 -0.11 -0.58 -0.5732
O -0.68054 5.15092 2.17232 1.59 -1.10 0.94 -0.0416
S 4.26248 6.91950 6.64347 0.24 0.01 0.09 0.7906
C 0.75918 -0.86264 -0.78149 0.02 0.06 -0.03 -0.3033
C -1.61853 4.08208 1.90082 -2.16 0.07 -0.22 -0.3473
H 9.02667 -7.32448 -3.00605 -0.08 -0.05 -0.01 0.0581
H -4.96915 2.66068 -3.47389 -0.08 -0.02 0.01 0.0573
C 8.79135 -7.64518 -4.02222 0.04 0.08 0.07 -0.2690
C 1.22885 -1.94355 4.78238 0.03 0.01 -0.10 -0.2636
S 5.28371 -6.11168 0.65769 -0.22 0.06 -0.11 0.8072
C -2.70068 -2.96387 -3.14435 0.11 -0.14 0.00 -0.2608
C -4.77395 -2.92427 -7.63333 0.14 -0.07 0.01 -0.2689
C -2.85165 4.28757 2.93136 -0.63 0.34 -1.20 -0.1401
H 3.10440 7.63077 8.60386 0.06 -0.06 -0.10 0.0491
H 4.03276 8.96867 7.88352 0.05 -0.08 -0.04 0.0568
C 1.67719 5.38605 3.08840 -0.24 0.00 -0.25 -0.0895
H 2.81926 -2.36535 0.48991 -0.06 -0.07 0.01 0.0546
H 1.94761 -2.34520 5.49820 -0.06 0.02 0.01 0.0533
H -5.08332 -1.42237 -3.39282 0.14 -0.02 0.07 0.0318
N -5.22387 5.32043 2.94800 1.11 -0.26 0.39 -0.0315
H 1.17454 -0.40297 0.11814 -0.03 -0.18 -0.06 -0.0184
H -6.68361 4.55607 -3.87722 -0.02 -0.09 0.01 0.0536
C 8.13297 -9.99015 -2.90593 0.02 -0.01 0.11 -0.2707
H -3.66725 -0.33561 -3.38728 0.05 -0.18 0.02 0.0488
H -1.36941 1.29451 0.04134 -1.17 0.71 1.18 0.0236
O 4.30179 -5.25379 1.39036 0.14 -0.24 -0.15 -0.5723
O 0.27069 -3.24783 -1.87167 0.25 0.06 0.17 -0.5592
H 2.97325 -2.52190 -1.28604 -0.11 0.04 -0.02 0.0574
H 5.29716 -7.90611 2.22987 0.01 0.11 -0.07 0.0469
O 5.56192 6.62234 7.31461 -0.37 0.18 -0.19 -0.5562
H -2.07042 4.31776 0.87488 0.98 -0.13 1.28 0.1364
H 3.63013 -6.68750 -0.99080 0.02 0.04 0.11 0.0642
C -1.05514 2.61305 1.82747 -0.34 0.01 1.26 -0.6079
H 8.53060 -6.77581 -4.62579 -0.08 -0.11 0.02 0.0511
H -2.10954 -2.26852 -3.74127 -0.05 0.02 0.08 0.0659
H 1.75435 -0.26091 7.02388 -0.06 -0.03 -0.02 0.0522
H -4.12524 -3.70431 -7.23398 -0.06 0.06 0.05 0.0479
O -0.14829 4.47548 4.37636 -0.22 0.77 -2.76 0.0901
H -5.32847 4.41744 3.44273 -0.23 0.73 -0.33 0.0624
S -7.08737 2.28400 -4.53390 0.14 0.06 0.04 0.8332
H -3.47937 -3.41901 -3.75834 -0.08 0.13 0.06 0.0450
O 1.82145 6.38417 2.05648 -0.25 0.25 2.11 -0.1763
C 4.66278 -6.33526 -1.02005 -0.02 -0.06 0.02 -0.2676
H 2.31176 4.48614 2.79077 -1.17 0.98 0.40 0.1014
H -5.74407 -0.29865 -7.88602 0.07 -0.07 0.07 0.0651
O 2.07836 5.72526 0.87134 0.19 -0.59 -1.89 -0.0967
H -0.91117 2.23523 2.89680 -0.07 0.53 -1.49 0.0963
H 4.70339 -5.37507 -1.53478 0.05 -0.01 0.11 0.0514
O -7.46695 1.65975 -5.83855 0.07 0.31 0.21 -0.5671
H 0.42390 0.91781 6.93110 -0.04 -0.10 -0.07 0.0505
I -3.96057 1.83807 0.62088 0.23 0.03 -0.08 0.9278
```
Forces are in eV/Å.

Values from the calculation:
net charge = 0
molar mass = 1068.1 g mol⁻¹
E = -5690.35492 hartree
E_HOMO = -8.23 eV
Kohn-Sham gap = 0.3093 Ha
strongest force on any atom = 0.056 hartree/bohr